# 1
{
  "formula": "C4H12N2S",
  "method": "ωB97M-V/def2-TZVPD",
  "fmax_ha_per_bohr": 0.026,
  "homo_energy_ev": -8.8779,
  "lumo_energy_ev": 0.936,
  "smiles": "C[C@H](CS)NCN",
  "symbols": ["C", "C", "C", "S", "N", "C", "N", "H", "H", "H", "H", "H", "H", "H", "H", "H", "H", "H", "H"],
  "positions_angstrom": [[1.929490, -0.032438, -0.531546], [0.622437, 0.157021, 0.211834], [0.670820, -0.452294, 1.604977], [1.584992, 0.639907, 2.798988], [-0.460872, -0.483272, -0.533953], [-1.741720, 0.263683, -0.627520], [-2.523493, -0.082483, -1.786600], [2.091655, -1.084878, -0.745296], [2.033423, 0.566793, -1.432161], [2.780999, 0.288976, 0.077095], [0.510828, 1.205129, 0.368875], [-0.308193, -0.502262, 2.046374], [1.115045, -1.438322, 1.662090], [0.476133, 1.313880, 3.101941], [-0.120513, -0.723131, -1.453269], [-2.333371, 0.012909, 0.249683], [-1.482723, 1.327235, -0.646107], [-1.988679, 0.057843, -2.634341], [-2.856258, -1.034296, -1.731064]],
  "forces_ev_per_angstrom": [[0.8, 0.1, 0.5], [0.2, -1.3, -0.2], [0.6, 0.7, 0.8], [-0.1, -0.4, -0.3], [-0.1, 0.1, -0.1], [0.8, -0.5, -0.1], [0.1, 0.3, 0.2], [0.0, -0.2, -0.2], [-0.4, -0.1, -0.3], [-0.2, -0.1, 0.2], [-0.6, 1.1, -0.1], [-0.5, -0.3, -0.1], [0.1, -0.2, -0.2], [0.0, 0.3, 0.2], [-0.2, 0.1, -0.2], [-0.1, 0.3, 0.2], [-0.4, 0.1, 0.0], [-0.1, -0.1, -0.1], [0.1, -0.1, -0.1]],
  "nbo_charge": [-0.622, -0.085, -0.474, -0.080, -0.651, -0.040, -0.827, 0.206, 0.213, 0.224, 0.179, 0.218, 0.219, 0.117, 0.357, 0.176, 0.157, 0.352, 0.363]
}


# 2
{
  "formula": "C4H12N2S",
  "method": "ωB97M-V/def2-TZVPD",
  "fmax_ha_per_bohr": 0.026,
  "homo_energy_ev": -7.2836,
  "lumo_energy_ev": -4.196,
  "symbols": ["N", "C", "C", "S", "C", "N", "C", "H", "H", "H", "H", "H", "H", "H", "H", "H", "H", "H", "H"],
  "positions_angstrom": [[0.766258, 2.291027, -1.266863], [-0.250059, -0.635845, 0.821398], [0.295151, -0.882959, 2.015092], [2.947776, -0.401237, -0.111619], [-1.743703, -0.574491, 0.696572], [-2.174730, 0.337981, -0.291389], [-3.280392, -0.171804, -1.026697], [-0.049056, 1.700131, -1.186350], [1.568372, 1.790160, -0.900647], [0.260851, -0.499651, -0.126677], [1.346385, -1.111916, 2.084486], [-0.345315, -0.787011, 2.879403], [3.284216, 0.003252, -1.330269], [-2.121417, -0.191066, 1.663052], [-2.184059, -1.578924, 0.580121], [0.903256, 2.520913, -2.237607], [-3.683788, 0.465470, -1.811806], [-4.112348, -0.329911, -0.310210], [-3.075307, -1.153982, -1.472851]],
  "forces_ev_per_angstrom": [[-0.1, 0.2, 0.3], [0.4, -0.1, 0.8], [-0.1, 0.5, -1.1], [-0.4, -0.1, 0.3], [-0.7, 0.3, -1.0], [-0.3, -0.6, 0.4], [-0.5, 0.1, 0.0], [0.0, 0.0, 0.0], [0.0, -0.1, -0.1], [0.6, -0.3, 0.2], [0.1, 0.2, 0.3], [0.2, -0.4, 0.3], [0.1, 0.1, -0.4], [0.2, 0.3, 0.0], [0.0, 0.1, 0.0], [0.1, -0.1, -0.2], [0.5, 0.4, 0.1], [0.1, -0.2, -0.1], [0.1, -0.1, 0.2]],
  "nbo_charge": [-1.089, -0.191, -0.331, -0.496, -0.356, -0.095, -0.498, 0.353, 0.379, 0.247, 0.233, 0.190, 0.104, 0.301, 0.204, 0.352, 0.224, 0.238, 0.231]
}


# 3
{
  "formula": "C4H12N2S",
  "method": "ωB97M-V/def2-TZVPD",
  "fmax_ha_per_bohr": 0.065,
  "homo_energy_ev": -8.5276,
  "lumo_energy_ev": 0.803,
  "smiles": "NCCNCCS",
  "symbols": ["N", "C", "C", "N", "C", "C", "S", "H", "H", "H", "H", "H", "H", "H", "H", "H", "H", "H", "H"],
  "positions_angstrom": [[1.305742, -1.570430, -1.412804], [1.586545, -0.121046, -1.602139], [0.715307, 0.816981, -0.743695], [0.695757, 0.593872, 0.717832], [-0.149227, -0.439529, 1.269982], [-1.721827, -0.127994, 1.076638], [-2.149908, 1.231014, 2.279366], [0.888841, -1.975300, -2.248967], [0.608415, -1.724716, -0.703948], [1.364848, 0.035157, -2.689808], [2.620087, 0.101481, -1.286621], [1.032835, 1.801702, -1.086428], [-0.338071, 0.803322, -1.084432], [0.632363, 1.517792, 1.123190], [0.089175, -1.384335, 0.833295], [-0.160931, -0.527871, 2.360978], [-2.078948, -0.991920, 1.655375], [-2.008369, -0.081210, 0.035066], [-2.932635, 2.043028, 1.507119]],
  "forces_ev_per_angstrom": [[-0.1, 0.0, -0.3], [-0.8, -0.8, 0.3], [-1.3, -0.9, -0.7], [1.9, 0.7, -0.7], [-2.3, 2.4, -0.5], [1.7, -1.2, 2.0], [-0.2, 0.3, -1.3], [0.3, 0.2, 0.1], [0.1, 0.0, 0.1], [0.7, 0.6, 1.0], [-0.2, -0.2, -0.6], [0.2, 0.4, 1.0], [0.2, -0.3, -0.3], [-0.3, -0.5, 0.6], [0.0, -0.6, 0.1], [1.2, 0.1, -0.1], [-0.8, 0.0, -1.0], [-0.5, 0.3, 0.1], [0.4, -0.5, 0.3]],
  "nbo_charge": [-0.838, -0.225, -0.233, -0.657, -0.200, -0.531, -0.089, 0.352, 0.339, 0.190, 0.188, 0.210, 0.150, 0.382, 0.184, 0.204, 0.211, 0.224, 0.139]
}


# 4
{
  "formula": "C4H12N3",
  "method": "ωB97M-V/def2-TZVPD",
  "fmax_ha_per_bohr": 0.087,
  "homo_energy_ev": [-2.9210, -7.6465],
  "lumo_energy_ev": [0.787, 0.559],
  "spin_multiplicity": 2,
  "symbols": ["C", "C", "C", "N", "C", "N", "N", "H", "H", "H", "H", "H", "H", "H", "H", "H", "H", "H", "H"],
  "positions_angstrom": [[-1.585794, 0.486225, 0.301462], [-1.189636, -1.019960, -0.035420], [0.034525, -1.579393, 0.703851], [1.445703, 0.741684, -1.056186], [1.777221, 0.146728, 0.065116], [1.015796, -0.374511, 1.023783], [-1.217304, 1.367571, -0.803247], [-1.100899, 0.819382, 1.141891], [-2.686973, 0.441235, 0.403558], [-1.983674, -1.804465, 0.162317], [-0.936963, -0.940975, -1.137222], [-0.275551, -2.204906, 1.548539], [0.667067, -2.350664, 0.198647], [2.279781, 1.128677, -1.629816], [2.822995, 0.178055, 0.339348], [1.354181, -0.285108, 1.975071], [-0.062919, 1.250180, -0.985237], [-1.722696, 1.089619, -1.698888], [-1.281602, 2.334158, -0.678720]],
  "forces_ev_per_angstrom": [[-2.3, -2.8, -1.4], [0.4, -0.1, -1.1], [2.2, 1.1, 0.4], [-1.5, 2.1, -3.1], [4.2, -0.4, 0.3], [-3.8, -2.0, 1.3], [0.4, -2.2, -2.6], [0.9, 0.7, 2.1], [0.5, 0.6, 0.2], [0.3, 1.4, -0.6], [-0.4, -0.7, 1.0], [0.0, 1.0, 0.7], [-0.7, 0.9, -0.7], [-2.0, -0.9, 1.7], [0.5, 0.0, 0.1], [-0.1, -0.4, -0.3], [1.0, -0.7, -0.3], [0.9, 0.6, 1.5], [-0.7, 1.9, 0.7]],
  "nbo_charge": [-0.242, -0.434, -0.265, -0.958, 0.024, -0.688, -0.780, 0.228, 0.195, 0.219, 0.213, 0.190, 0.204, 0.365, 0.115, 0.379, 0.429, 0.403, 0.402]
}


# 5
{
  "formula": "C4H12N3",
  "method": "ωB97M-V/def2-TZVPD",
  "fmax_ha_per_bohr": 0.048,
  "homo_energy_ev": -12.3541,
  "lumo_energy_ev": -3.711,
  "smiles": "N/C=C(\\[NH3+])CCN",
  "total_charge": 1,
  "symbols": ["N", "C", "C", "N", "C", "C", "N", "H", "H", "H", "H", "H", "H", "H", "H", "H", "H", "H", "H"],
  "positions_angstrom": [[1.259327, 2.306768, 1.191016], [0.609197, 1.106142, 1.261551], [0.484632, 0.281640, 0.188373], [1.653896, 0.181859, -0.710333], [-0.462856, -0.915382, 0.277388], [-1.532400, -0.789476, -0.822193], [-2.121072, -2.077134, -1.093013], [1.612419, 2.737254, 2.023255], [1.105413, 2.838770, 0.353178], [0.347638, 0.804825, 2.277207], [1.389949, -0.465765, -1.456052], [2.011194, 1.026360, -1.161443], [2.416809, -0.265535, -0.199183], [-0.742371, -0.979260, 1.324423], [0.140182, -1.818866, 0.055265], [-2.167722, 0.066767, -0.560134], [-0.987196, -0.404431, -1.709006], [-3.116269, -2.105269, -1.251605], [-1.798222, -2.755441, -0.435996]],
  "forces_ev_per_angstrom": [[0.1, -0.9, -0.4], [0.8, 0.4, -0.2], [-0.6, -0.2, 2.4], [-0.5, -0.3, -0.9], [1.9, 0.4, -1.3], [0.6, 0.4, 0.4], [0.0, 0.6, -0.3], [-0.1, 0.4, 0.0], [0.3, 0.4, 0.2], [-0.8, 0.1, -0.4], [0.1, 0.1, -0.2], [-0.2, 0.1, 0.2], [0.2, 0.1, 0.0], [-0.7, -0.1, -0.1], [-0.3, 0.0, 0.1], [-0.5, -0.5, 0.1], [-0.1, -0.2, 0.0], [0.1, 0.0, 0.2], [-0.3, -0.5, 0.3]],
  "nbo_charge": [-0.802, 0.080, -0.041, -0.677, -0.429, -0.196, -0.842, 0.420, 0.404, 0.217, 0.449, 0.448, 0.438, 0.240, 0.191, 0.201, 0.142, 0.390, 0.367]
}


# 6
{
  "formula": "C4H12N3",
  "method": "ωB97M-V/def2-TZVPD",
  "fmax_ha_per_bohr": 0.123,
  "homo_energy_ev": [-12.5778, -12.3707],
  "lumo_energy_ev": [-4.213, -3.987],
  "total_charge": 1,
  "symbols": ["C", "C", "C", "C", "N", "N", "N", "H", "H", "H", "H", "H", "H", "H", "H", "H", "H", "H", "H"],
  "positions_angstrom": [[-1.047673, -0.343868, -1.229743], [-1.061867, -0.417052, 0.192443], [0.437685, -0.283068, 0.735716], [-2.103752, 0.608078, 0.879695], [1.290138, -1.495598, 0.445964], [1.144121, 0.867541, 0.430226], [2.160312, 0.906829, -0.571146], [-0.343118, -1.034727, -1.665445], [-1.435667, 0.438942, -1.720966], [-1.477192, -1.321214, 0.471772], [-3.033889, 0.600710, 0.495905], [-1.657302, 1.684025, 0.816367], [-2.104688, 0.414811, 1.910587], [1.581054, -1.868827, 1.351683], [1.863652, -1.161515, -0.348857], [0.552034, 1.691163, 0.411148], [1.789562, 1.070107, -1.465863], [0.687489, -2.253860, 0.226882], [2.951827, 1.497772, -0.453709]],
  "forces_ev_per_angstrom": [[2.1, -2.5, 0.9], [-1.1, 2.8, 2.0], [-0.9, 0.4, -1.4], [6.1, 1.7, -0.1], [-1.7, 1.2, 1.0], [0.5, 0.9, 0.1], [-0.6, -2.2, 0.7], [-0.2, -0.1, -0.9], [-1.2, 2.6, -2.0], [-0.2, -2.4, 1.0], [-3.0, -0.3, -1.6], [-1.0, -1.7, -0.2], [-0.3, -0.4, 1.5], [1.7, 0.7, -0.2], [1.2, -0.6, 0.6], [0.0, -0.1, 0.3], [-0.9, 0.3, -1.4], [-1.0, -0.8, -1.3], [0.3, 0.5, 1.1]],
  "nbo_charge": [-0.244, -0.362, 0.307, -0.564, -0.751, -0.438, -0.700, 0.152, 0.190, 0.231, 0.227, 0.189, 0.224, 0.466, 0.479, 0.395, 0.365, 0.434, 0.399]
}


The calculation returns the following relative energy (zero: lowest compared OMol25 entry of this formula, charge and spin) values, one per record and in order: 6.9, 154.3, 33.8, 65.9, 63.2, 154.3 kcal per mole.